(1)
{
  "formula": "C6H10ClN3O2S",
  "method": "the ωB97M-V functional and the def2-TZVPD basis",
  "species": ["C", "C", "C", "C", "C", "C", "N", "N", "N", "O", "O", "S", "Cl", "H", "H", "H", "H", "H", "H", "H", "H", "H", "H"],
  "coordinates": [[0.237472, -0.823165, -1.390873], [-0.050784, -1.671829, 0.600210], [0.536024, -0.099355, -2.602974], [-1.192198, 1.602550, 0.205218], [1.296964, 1.691383, 0.188839], [0.015691, 0.853145, 0.636463], [0.023093, -2.101294, -1.466283], [-0.189515, -2.621665, -0.261078], [0.119535, -0.489402, -0.012176], [0.551992, -1.191265, 3.050097], [-1.889332, -1.373859, 2.603071], [-0.516505, -1.707092, 2.329600], [-0.568838, -3.677341, 2.610890], [-0.411754, 0.208063, -3.115209], [1.146947, 0.735040, -2.305535], [1.062194, -0.849279, -3.391535], [-1.173757, 1.514624, -0.876819], [-1.307673, 2.576314, 0.572159], [-2.131546, 1.131656, 0.539735], [1.083203, 2.039752, -0.778801], [2.028093, 0.952695, 0.234925], [1.336329, 2.625206, 0.876934], [-0.005636, 0.675118, 1.753142]],
  "forces_ev_per_angstrom": [[-0.96, -1.49, 2.77], [-1.62, 0.64, 0.37], [0.29, -0.41, -2.56], [-1.76, -2.31, -0.69], [-3.08, 0.88, 3.07], [1.78, 0.54, 0.87], [0.27, -0.79, -0.94], [0.05, -1.50, 0.86], [0.47, 1.99, -1.47], [2.09, 1.52, 1.58], [1.05, 0.96, -0.73], [-2.85, -2.45, -1.11], [0.41, -0.70, -0.05], [0.84, 0.13, 0.47], [0.33, 0.49, -0.81], [-1.02, 1.90, 2.15], [-0.39, 0.71, -0.30], [0.59, 1.62, 0.27], [0.32, -0.27, -0.15], [0.11, 0.44, -1.35], [2.16, -0.35, 0.13], [0.55, -1.82, -1.05], [0.37, 0.26, -1.34]],
  "spin_multiplicity": 1,
  "charge": 0,
  "e_tot_ha": -1407.674930
}

***

(2)
{
  "formula": "C3H9N3S",
  "method": "the ωB97M-V functional and the def2-TZVPD basis",
  "species": ["C", "C", "C", "H", "H", "H", "H", "H", "H", "H", "H", "H", "N", "N", "N", "S"],
  "coordinates": [[0.041643, -1.220841, -2.774013], [0.587325, 0.068829, 1.030346], [1.809730, -0.381169, 1.828304], [1.044605, -0.853257, -2.924437], [-0.232567, -2.328450, -2.566299], [-0.756637, -0.966794, -3.658351], [2.537919, -0.521268, 0.480892], [1.675116, -1.609076, 2.498892], [2.292100, 0.521458, 2.220902], [0.270855, 1.364109, 2.521148], [-1.493872, 1.727580, 0.165070], [-2.171050, 0.943124, 1.426815], [0.592480, -0.489785, -0.189380], [-0.155793, 1.078484, 1.653410], [-1.526734, 1.656392, 1.304042], [-0.635521, -0.299624, -1.253060]],
  "forces_ev_per_angstrom": [[-4.20, -0.55, 0.15], [0.34, -1.09, -1.96], [1.29, -2.68, -3.46], [0.19, -0.53, -0.33], [1.50, 1.74, -0.40], [2.26, -0.14, 2.07], [-1.52, -0.22, 4.62], [0.60, 4.52, -2.09], [0.12, -0.83, 0.94], [-0.77, 0.32, 0.00], [0.06, 0.05, 3.58], [-1.41, -1.96, 0.65], [-0.15, 1.09, 3.40], [-1.30, -0.75, -1.36], [4.15, 0.89, -3.63], [-1.17, 0.15, -2.17]],
  "spin_multiplicity": 1,
  "charge": 0,
  "e_tot_ha": -681.939968,
  "relative_energy_kcal_mol": 141.8
}

***

(3)
{
  "formula": "C37H41CsN11O3S2",
  "method": "the ωB97M-V functional and the def2-TZVPD basis",
  "species": ["Cs", "C", "C", "N", "C", "S", "N", "N", "C", "C", "C", "C", "C", "C", "C", "N", "H", "H", "H", "H", "H", "H", "H", "H", "H", "H", "H", "H", "H", "C", "O", "C", "C", "C", "C", "C", "C", "N", "N", "C", "C", "O", "C", "C", "C", "C", "C", "C", "C", "C", "H", "H", "H", "H", "H", "H", "H", "H", "H", "H", "H", "H", "H", "C", "C", "N", "N", "C", "N", "S", "C", "C", "C", "C", "C", "N", "H", "H", "H", "H", "H", "H", "H", "H", "H", "H", "C", "C", "N", "O", "H", "H", "H", "H", "H"],
  "coordinates": [[0.149561, -0.217503, 0.776876], [-5.741858, 2.261711, -2.776050], [-6.093230, 0.783494, -2.641548], [-5.492826, 0.140439, -1.492807], [-4.144927, -0.086646, -1.366148], [-3.575628, -0.443945, 0.205552], [-3.487557, 0.023635, -2.519513], [-2.154851, -0.215332, -2.421956], [-1.496432, -0.118161, -3.525591], [-2.119375, 0.214704, -4.854916], [-0.026394, -0.298500, -3.454575], [0.792998, 0.095168, -4.519363], [2.164797, -0.053394, -4.415214], [2.698640, -0.593994, -3.256990], [1.814617, -0.976406, -2.256649], [0.494801, -0.840180, -2.343294], [-6.224402, 2.689451, -3.658366], [-4.662351, 2.379217, -2.870104], [-6.074316, 2.817826, -1.896088], [-5.791038, 0.248827, -3.541477], [-7.176266, 0.666892, -2.539763], [-5.972258, 0.199687, -0.611341], [-3.189683, 0.042614, -4.789721], [-1.688346, -0.390378, -5.655675], [-1.972369, 1.267774, -5.118954], [0.351657, 0.526495, -5.406917], [2.810864, 0.257782, -5.227451], [3.763358, -0.734807, -3.129176], [2.172667, -1.445719, -1.343758], [-1.142598, -3.298865, -0.806783], [0.070574, -3.095539, -0.089011], [1.117108, -3.917495, -0.326044], [1.031698, -5.048369, -1.129539], [2.137399, -5.874425, -1.302736], [3.334965, -5.575675, -0.677945], [3.426806, -4.438186, 0.113593], [2.338545, -3.597242, 0.303952], [2.429325, -2.375175, 1.033938], [3.323266, -2.413746, 1.920278], [3.669079, -1.306495, 2.655890], [3.417033, 0.063217, 2.297386], [2.772238, 0.430934, 1.284007], [3.990337, 1.078397, 3.172778], [4.709978, 0.784126, 4.269856], [4.981939, -0.573041, 4.638252], [5.741578, -0.875796, 5.780925], [6.014274, -2.174914, 6.129811], [5.515950, -3.209698, 5.323658], [4.763622, -2.936421, 4.208039], [4.473571, -1.605543, 3.822051], [-0.978008, -3.211100, -1.882920], [-1.829016, -2.517604, -0.485416], [-1.555158, -4.285678, -0.577124], [0.102367, -5.291541, -1.623197], [2.052875, -6.748184, -1.937004], [4.201468, -6.209844, -0.816605], [4.358252, -4.161150, 0.589597], [3.788472, 2.104681, 2.887503], [5.103472, 1.577606, 4.897674], [6.112281, -0.056232, 6.387792], [6.599253, -2.398125, 7.013257], [5.720710, -4.240515, 5.588883], [4.372582, -3.741283, 3.602856], [-4.382147, 2.735313, 2.301319], [-2.985505, 2.401788, 1.838991], [-2.200947, 1.639484, 2.500990], [-2.678331, 1.234978, 3.717547], [-2.166294, 0.208432, 4.441447], [-2.810586, 0.097645, 5.665741], [-0.927981, -0.801917, 4.042946], [-2.539141, 2.913996, 0.511212], [-3.193451, 3.988921, -0.083291], [-2.830694, 4.370729, -1.366631], [-1.848067, 3.656508, -2.021912], [-1.228233, 2.622550, -1.332366], [-1.540714, 2.277965, -0.094481], [-4.838467, 1.819054, 2.679722], [-4.993872, 3.082846, 1.475427], [-4.399870, 3.499972, 3.084201], [-3.373943, 1.805896, 4.175141], [-3.808494, 0.257573, 5.655848], [-2.550681, -0.751583, 6.142482], [-3.971519, 4.526797, 0.438929], [-3.328849, 5.203106, -1.847546], [-1.556660, 3.889947, -3.037047], [-0.466723, 2.018356, -1.814055], [1.968261, 3.417002, -2.920884], [1.932439, 3.566391, -1.414306], [2.168387, 2.436167, -0.717844], [1.713308, 4.644201, -0.884333], [2.992018, 3.569778, -3.267470], [1.337765, 4.186423, -3.360489], [1.640806, 2.430311, -3.246938], [2.376034, 1.561746, -1.169825], [2.196019, 2.427776, 0.290798]],
  "forces_ev_per_angstrom": [[-0.74, 0.01, -0.12], [0.00, -0.02, 0.00], [-0.08, -0.02, 0.00], [-0.07, 0.06, 0.05], [0.15, 0.07, -0.24], [-0.12, -0.14, 0.10], [0.11, -0.07, 0.24], [-0.12, 0.05, -0.15], [0.07, 0.00, 0.08], [0.01, 0.02, 0.02], [-0.17, -0.07, 0.07], [-0.02, 0.00, -0.01], [0.00, 0.01, -0.01], [0.06, -0.02, 0.00], [-0.13, -0.17, -0.01], [0.14, 0.13, -0.08], [0.01, 0.03, 0.00], [-0.01, -0.01, 0.00], [0.00, 0.02, 0.00], [0.04, 0.00, -0.01], [0.02, -0.01, -0.03], [0.02, -0.02, 0.02], [-0.01, -0.03, -0.03], [-0.03, 0.00, 0.00], [0.02, 0.01, 0.01], [0.04, 0.00, -0.01], [0.00, 0.00, 0.00], [0.00, 0.00, 0.01], [0.11, 0.13, 0.02], [0.06, -0.14, -0.02], [0.02, 0.10, 0.06], [0.07, -0.03, 0.01], [0.00, -0.03, -0.03], [0.01, 0.02, 0.01], [0.01, 0.00, 0.00], [0.02, 0.05, -0.01], [-0.03, -0.01, 0.04], [0.07, 0.11, -0.07], [0.00, -0.16, 0.03], [0.07, 0.27, 0.10], [0.03, -0.34, 0.03], [0.23, 0.22, -0.13], [-0.04, 0.04, -0.05], [0.02, -0.03, 0.02], [0.00, 0.03, -0.01], [0.01, -0.03, 0.01], [0.01, 0.03, 0.01], [0.00, 0.00, -0.01], [0.00, 0.01, 0.01], [-0.03, -0.17, -0.05], [0.03, 0.05, 0.01], [0.00, 0.01, -0.03], [-0.06, 0.04, 0.04], [-0.01, 0.01, 0.01], [0.00, 0.00, 0.00], [0.00, 0.00, 0.00], [0.00, -0.01, 0.00], [0.00, 0.00, 0.00], [0.00, 0.00, 0.00], [-0.01, 0.01, -0.01], [0.00, 0.00, 0.00], [-0.01, 0.00, -0.01], [0.00, -0.01, 0.00], [0.07, -0.09, -0.06], [-0.04, -0.01, 0.05], [0.14, 0.11, -0.02], [-0.02, -0.08, 0.02], [0.01, 0.07, 0.14], [-0.02, -0.08, -0.13], [-0.01, 0.12, 0.03], [-0.06, 0.02, 0.04], [0.03, 0.02, -0.05], [-0.02, 0.01, 0.03], [0.01, 0.01, 0.00], [-0.04, -0.04, -0.01], [0.04, -0.06, -0.02], [-0.07, 0.03, 0.00], [0.00, -0.02, 0.00], [0.02, 0.00, 0.02], [-0.01, 0.00, -0.03], [0.01, 0.02, 0.03], [0.00, 0.01, 0.01], [0.00, 0.00, -0.01], [0.01, 0.00, -0.01], [0.01, 0.00, 0.00], [0.07, 0.07, 0.03], [0.00, -0.01, 0.00], [-0.05, 0.09, 0.06], [-0.04, -0.13, 0.02], [0.01, -0.01, -0.01], [0.00, 0.00, 0.00], [0.00, 0.00, 0.00], [0.00, -0.01, -0.01], [0.05, 0.02, -0.02], [0.13, -0.01, 0.00]],
  "spin_multiplicity": 1,
  "charge": -1,
  "e_tot_ha": -3079.188285,
  "relative_energy_kcal_mol": 24.5
}

***

(4)
{
  "formula": "C22H26Cl2N5O2Rb",
  "method": "the ωB97M-V functional and the def2-TZVPD basis",
  "species": ["Rb", "C", "C", "C", "C", "C", "C", "H", "H", "H", "H", "H", "H", "N", "C", "C", "C", "N", "C", "C", "N", "C", "H", "H", "H", "H", "H", "H", "H", "H", "H", "H", "H", "H", "H", "H", "H", "H", "Cl", "C", "C", "C", "Cl", "C", "C", "C", "C", "N", "C", "C", "O", "H", "H", "H", "H", "O", "C", "N"],
  "coordinates": [[1.491429, 0.882968, -1.166194], [2.856640, -2.412304, 0.366962], [2.124533, -2.274770, 1.538289], [2.403744, -1.232189, 2.409741], [3.402328, -0.313501, 2.103371], [4.126142, -0.445478, 0.925545], [3.860284, -1.504161, 0.064012], [2.623087, -3.213244, -0.322254], [1.320876, -2.966148, 1.753568], [1.844004, -1.135654, 3.333230], [3.622581, 0.500019, 2.784412], [4.897660, 0.273907, 0.678997], [4.423008, -1.607151, -0.855827], [-0.815562, 3.508282, 0.822414], [-2.007852, 3.415268, 1.743780], [-2.936823, 2.299505, 1.289890], [-2.312257, 0.916366, 1.432202], [-1.242047, 0.812870, 0.456291], [-1.759120, 0.692548, 2.837689], [-0.859897, 1.821004, 3.354153], [0.453700, 1.835632, 2.673077], [-1.525149, 3.187832, 3.171185], [-1.054705, 3.331555, -0.207051], [-0.151253, 2.776225, 1.127504], [-0.356458, 4.411717, 0.906890], [-2.529343, 4.370626, 1.673027], [-3.233331, 2.465120, 0.250836], [-3.847342, 2.359325, 1.892430], [-3.110946, 0.179766, 1.268263], [-1.602441, 1.049150, -0.465161], [-0.867171, -0.136548, 0.355461], [-1.209512, -0.253266, 2.859479], [-2.595772, 0.579416, 3.533141], [-0.726169, 1.658763, 4.429399], [0.724971, 0.898726, 2.395182], [1.171756, 2.185255, 3.296545], [-0.834377, 3.979567, 3.475828], [-2.395559, 3.262232, 3.828347], [-1.627393, -3.173275, 0.543823], [-1.082214, -3.126238, -1.116408], [-1.535883, -4.113755, -1.997103], [-1.147449, -4.103882, -3.304500], [-1.724777, -5.350964, -4.379870], [-0.286991, -3.088513, -3.791890], [0.142437, -3.000586, -5.134547], [0.960584, -1.977512, -5.515876], [1.358374, -1.035335, -4.550286], [0.990550, -1.083895, -3.293499], [0.170547, -2.094022, -2.893941], [-0.219527, -2.090679, -1.486427], [0.209459, -1.192565, -0.696054], [-2.199240, -4.886231, -1.632588], [-0.188590, -3.745894, -5.844744], [1.301362, -1.879406, -6.537509], [2.003198, -0.210208, -4.838498], [-1.334513, 3.259021, -1.519127], [-0.153329, 3.336728, -1.880777], [0.989743, 3.398005, -2.144839]],
  "forces_ev_per_angstrom": [[0.86, 0.19, 0.11], [-0.01, 0.01, -0.01], [0.00, 0.00, -0.01], [0.01, -0.01, 0.01], [-0.03, 0.03, -0.02], [0.01, 0.03, 0.00], [-0.04, 0.04, -0.05], [0.00, 0.00, 0.01], [0.00, 0.00, 0.00], [0.00, -0.01, 0.00], [0.00, 0.00, 0.00], [0.04, -0.03, 0.03], [0.01, -0.02, 0.01], [0.25, 0.19, 1.70], [0.38, 0.15, -0.24], [-0.17, 0.07, 0.08], [-0.12, 0.01, 0.00], [0.14, -0.22, -0.32], [0.02, 0.08, 0.02], [0.03, -0.01, 0.07], [0.09, -0.18, 0.08], [-0.14, 0.01, 0.06], [-0.66, 0.23, 0.23], [0.01, 0.12, 0.13], [-0.03, 0.00, 0.06], [-0.01, 0.00, -0.01], [-0.01, -0.02, 0.03], [0.02, 0.02, 0.02], [0.07, -0.06, -0.02], [-0.04, -0.05, 0.02], [-0.13, 0.00, 0.08], [0.00, -0.01, 0.00], [0.00, 0.04, 0.00], [0.02, -0.01, -0.01], [0.01, 0.00, 0.02], [0.00, 0.01, 0.01], [0.01, 0.01, -0.01], [0.01, -0.03, 0.03], [0.00, 0.00, -0.02], [-0.01, -0.03, 0.04], [0.01, 0.01, 0.02], [0.02, 0.02, -0.02], [0.00, 0.00, 0.00], [-0.01, -0.04, -0.01], [0.00, 0.00, 0.01], [0.00, 0.00, 0.01], [0.01, 0.01, -0.02], [-0.09, -0.14, -0.07], [0.02, -0.02, 0.03], [0.04, 0.01, -0.05], [-0.43, -0.77, 0.10], [0.00, 0.00, 0.00], [0.00, 0.00, 0.00], [0.00, 0.00, 0.00], [0.00, 0.00, 0.01], [-0.22, -0.17, -1.39], [0.57, 0.28, -0.77], [-0.55, 0.26, 0.05]],
  "spin_multiplicity": 1,
  "charge": 0,
  "e_tot_ha": -2222.740338,
  "relative_energy_kcal_mol": 28.0
}

***

no.,highest occupied orbital energy (Eh),HOMO-LUMO gap (hartree)
1,-0.370,0.39204
2,-0.274,0.30340
3,-0.156,0.22401
4,-0.248,0.24329